{
  "formula": "C2H9N4",
  "method": "ωB97M-V/def2-TZVPD",
  "species": ["C", "C", "N", "N", "N", "N", "H", "H", "H", "H", "H", "H", "H", "H", "H"],
  "coordinates": [[-0.6935, -1.7059, -0.5493], [-0.5045, -0.8352, 0.4611], [0.7377, -0.9396, 0.6947], [-1.3972, -0.5323, 1.3706], [0.3890, 2.1336, -0.7307], [1.6059, -0.2915, 0.1077], [-1.3573, -2.5736, -0.7248], [-0.0745, -1.8509, -1.4167], [-2.3443, -0.8465, 1.3548], [-1.1745, 0.0318, 2.2360], [-0.0141, 2.0799, -1.6832], [-0.2665, 2.5051, -0.0727], [1.1244, 2.9043, -0.8932], [2.5345, -0.6390, 0.2888], [1.4347, 0.5598, -0.4430]],
  "mulliken_charge": [-0.816, 0.629, -0.203, -0.372, -0.874, 0.094, 0.275, 0.296, 0.242, 0.261, 0.268, 0.253, 0.300, 0.277, 0.371],
  "total_charge": 1,
  "relative_energy_kcal_mol": 103.2,
  "homo_lumo_gap_ev": [8.4, 8.4],
  "energy_ev": -8170.35153,
  "homo_energy_ev": [-13.07, -13.07]
}

---

{
  "formula": "C34H44LuN2O2P3S",
  "method": "ωB97M-V/def2-TZVPD",
  "species": ["Lu", "C", "S", "C", "C", "C", "N", "P", "C", "C", "C", "C", "C", "C", "C", "C", "C", "C", "C", "C", "P", "C", "C", "C", "C", "C", "C", "C", "C", "C", "C", "C", "C", "H", "H", "H", "H", "H", "H", "H", "H", "H", "H", "H", "H", "H", "H", "H", "H", "H", "H", "H", "H", "H", "H", "H", "H", "H", "H", "H", "H", "H", "C", "C", "P", "C", "C", "C", "C", "H", "H", "H", "H", "H", "H", "H", "H", "H", "H", "H", "H", "H", "H", "H", "O", "N", "O"],
  "coordinates": [[-1.2036, 1.4695, -1.0729], [4.6531, -0.3992, 4.3933], [3.0649, -1.2544, 4.4739], [3.2198, -2.3408, 3.0286], [2.1789, -2.0812, 1.9385], [2.2340, -0.6728, 1.3772], [1.1009, -0.3874, 0.4326], [1.3267, 0.3032, -1.1037], [1.8111, 2.0373, -0.8546], [2.6570, 2.4666, 0.1730], [2.9175, 3.8184, 0.3315], [2.3459, 4.7572, -0.5329], [1.5238, 4.3442, -1.5649], [1.2564, 2.9871, -1.7149], [2.7460, -0.5225, -1.8116], [3.8283, 0.1996, -2.3047], [4.9096, -0.4808, -2.8534], [4.9026, -1.8690, -2.9146], [3.8075, -2.5895, -2.4410], [2.7238, -1.9189, -1.9010], [-0.4841, -0.1166, 1.0318], [-0.3497, 0.2263, 2.7659], [0.1136, 1.4905, 3.1384], [0.2547, 1.8045, 4.4817], [-0.0874, 0.8630, 5.4472], [-0.5670, -0.3872, 5.0758], [-0.7012, -0.7113, 3.7312], [-1.4241, -1.6403, 0.8035], [-0.8686, -2.7987, 0.2720], [-1.6704, -3.9144, 0.0440], [-3.0272, -3.8765, 0.3421], [-3.5958, -2.7188, 0.8674], [-2.8010, -1.5984, 1.0832], [4.7056, 0.2469, 5.2706], [4.7422, 0.2181, 3.4953], [5.4805, -1.1070, 4.4393], [3.1214, -3.3656, 3.3842], [4.2319, -2.2320, 2.6266], [1.1841, -2.2844, 2.3454], [2.3482, -2.7931, 1.1205], [3.1680, -0.5480, 0.8346], [2.2226, 0.0469, 2.1920], [3.1195, 1.7477, 0.8420], [3.5773, 4.1489, 1.1279], [2.5574, 5.8135, -0.4028], [1.1042, 5.0661, -2.2556], [0.6902, 2.6705, -2.5795], [3.8433, 1.2840, -2.2573], [5.7579, 0.0769, -3.2324], [5.7501, -2.3946, -3.3409], [3.7996, -3.6728, -2.5010], [1.8627, -2.4802, -1.5458], [0.3672, 2.2266, 2.3838], [0.6194, 2.7819, 4.7776], [0.0189, 1.1080, 6.5011], [-0.8345, -1.1148, 5.8347], [-1.0731, -1.6888, 3.4419], [0.1913, -2.8337, 0.0484], [-1.2304, -4.8214, -0.3590], [-3.6440, -4.7545, 0.1723], [-4.6526, -2.6982, 1.1174], [-3.2465, -0.7023, 1.5092], [-4.9986, 1.7002, -0.1763], [-4.9550, 0.4489, -1.0598], [-3.4990, 0.3788, -2.1554], [-3.4309, -1.3192, -2.8176], [-2.0117, -1.7842, -3.1996], [-3.9553, 1.4427, -3.5668], [-2.8413, 1.5947, -4.6082], [-5.8738, 1.6918, 0.4749], [-5.0433, 2.6226, -0.7611], [-4.1278, 1.7582, 0.4792], [-5.8350, 0.3865, -1.6951], [-4.9305, -0.4507, -0.4492], [-4.1045, -1.3538, -3.6741], [-3.8431, -1.9686, -2.0455], [-1.5769, -1.1748, -3.9996], [-2.0204, -2.8188, -3.5520], [-1.3417, -1.7464, -2.3360], [-4.2476, 2.4089, -3.1607], [-4.8387, 0.9995, -4.0183], [-1.9167, 1.9837, -4.1799], [-3.1366, 2.2987, -5.3865], [-2.6129, 0.6445, -5.0965], [-1.8744, 3.2506, -1.7941], [-2.1824, 3.5450, -0.5972], [-1.3799, 3.0283, 0.2225]],
  "mulliken_charge": [1.146, -0.863, -0.023, -1.197, -0.493, -1.220, 0.454, 0.672, 0.577, -0.755, -0.646, -0.730, -0.805, -0.833, 0.856, -0.574, -0.779, -0.582, -0.753, -0.257, -0.133, 1.165, -0.523, -0.714, -0.636, -0.782, -0.423, 1.114, -0.577, -0.586, -0.660, -0.788, -0.518, 0.380, 0.193, 0.323, 0.518, 0.491, 0.188, 0.266, 0.968, 0.393, 0.458, 0.497, 0.421, 0.514, 1.031, 0.430, 0.453, 0.409, 0.459, 0.360, 0.259, 0.470, 0.430, 0.435, 0.373, 0.079, 0.470, 0.414, 0.453, 0.633, -1.286, -0.517, 0.345, -0.781, -0.915, -0.682, -1.115, 0.442, 0.358, 0.194, 0.585, 0.279, 0.598, 0.575, 0.272, 0.465, -0.041, 0.388, 0.587, 0.213, 0.399, 0.289, -0.285, 0.028, -0.298],
  "total_charge": 2,
  "homo_lumo_gap_ev": 6.2,
  "energy_ev": -115356.32607,
  "homo_energy_ev": -12.64
}

---

{
  "formula": "C3H10NO2",
  "method": "ωB97M-V/def2-TZVPD",
  "species": ["C", "C", "C", "O", "N", "H", "H", "H", "H", "H", "H", "H", "H", "H", "H", "O"],
  "coordinates": [[1.4194, -1.0323, -0.4176], [1.5876, 0.4526, -0.1162], [0.6649, 1.0853, 0.8846], [-0.3464, 0.5437, 1.2327], [0.0316, -1.3488, -1.0352], [1.4847, -1.6058, 0.5071], [2.0836, -1.4619, -1.1430], [1.6062, 1.1353, -0.9694], [2.6105, 0.5330, 0.2466], [0.7437, 2.1584, 1.1775], [-0.1211, -2.3465, -1.2142], [0.0884, -0.9570, -1.9855], [-0.8384, -0.9557, -0.6610], [-3.5314, 0.5470, 0.1246], [-2.0925, 0.6638, 0.6683], [-2.5996, 0.6060, -0.1526]],
  "mulliken_charge": [-0.628, -0.431, 0.288, -0.215, -0.284, 0.362, 0.408, 0.414, 0.385, 0.427, 0.405, 0.401, 0.213, 0.397, 0.399, -0.540],
  "total_charge": 2,
  "relative_energy_kcal_mol": 23.7,
  "s2": 0.76,
  "homo_lumo_gap_ev": [10.6, 5.0],
  "energy_ev": -8836.68972,
  "spin_multiplicity": 2,
  "homo_energy_ev": [-20.85, -19.62]
}

---

Number 1: F_max 0.11662 hartree/bohr. Number 2: F_max 0.09362 hartree/bohr. Number 3: F_max 0.04881 hartree/bohr.